C8H20ClO4 | the ωB97M-V functional and the def2-TZVPD basis

XYZ file:
```
33
Properties=species:S:1:pos:R:3:forces:R:3:lowdin_charge:R:1
Cl -232.4208 -44.3964 9.6330 0.1 0.0 0.1 -0.77
C -229.2604 -46.7259 10.6111 -10.3 6.1 2.7 -0.16
O -229.9446 -47.8752 10.7311 -0.5 -3.5 1.6 -0.11
C -229.1199 -49.0360 11.0641 -4.7 4.8 -8.5 -0.21
C -229.8946 -50.1347 11.1851 -6.5 -4.5 -3.7 -0.27
O -230.8530 -50.0161 12.1959 -0.5 -1.4 0.7 -0.11
C -231.7057 -51.1844 12.3746 -1.1 5.1 -4.8 -0.06
H -228.4541 -46.8627 10.2386 10.3 -1.6 -5.2 -0.04
H -229.0423 -46.0491 11.5074 -0.8 -1.1 -0.3 0.11
H -229.9971 -46.0798 9.8982 2.0 -0.9 1.6 0.11
H -228.6509 -48.9755 11.8125 6.5 2.2 11.3 0.04
H -228.3960 -49.1124 10.3453 1.8 -0.6 -2.5 0.13
H -229.3886 -51.0613 11.1695 1.1 -1.2 0.7 0.12
H -230.4660 -50.2285 10.1351 0.6 0.1 1.8 0.18
H -232.3340 -51.4604 11.4504 0.2 1.2 1.4 0.13
H -232.1192 -51.0432 13.2819 -2.6 1.0 2.5 0.06
H -231.2504 -52.0073 12.5340 4.4 -5.8 0.8 0.00
C -231.3706 -42.8447 12.8408 -1.1 3.6 -0.7 -0.16
O -231.0750 -43.1807 14.2025 -1.1 -1.7 -0.5 -0.21
C -231.2060 -44.6143 14.3752 -0.5 0.4 -6.5 -0.25
C -230.6824 -44.9518 15.6102 6.7 -1.7 -0.3 -0.30
O -230.5254 -46.3454 15.6531 0.0 -0.4 0.7 -0.14
C -229.8717 -46.8173 16.8251 -0.9 -3.3 -3.5 -0.09
H -232.3110 -43.3520 12.3838 1.7 0.8 0.8 0.05
H -230.4998 -42.9524 12.1330 -0.8 -0.4 0.8 0.07
H -231.5363 -41.5765 12.8983 0.2 -3.6 -0.3 0.13
H -230.8621 -45.1347 13.3404 0.0 0.9 2.7 0.18
H -232.1058 -45.1180 14.5864 -3.1 0.6 -1.4 0.12
H -231.2478 -44.4587 16.2692 -2.3 1.2 3.5 0.10
H -229.7065 -44.4798 15.5658 0.9 0.1 1.1 0.14
H -228.9956 -46.3264 17.0532 2.5 0.9 0.0 0.06
H -229.8159 -47.9709 16.7201 0.5 2.0 0.0 0.13
H -230.4899 -46.6681 17.5929 -2.6 0.6 3.5 0.03
```
Forces are in eV/Å.

Calculated values
HOMO-LUMO gap: 0.2382 Ha
charge: -1
E_tot: -29325.273 eV
ΔE to the lowest compared entry with this formula, charge and spin: 167.94 kcal/mol
highest occupied orbital energy: -3.694 eV